# 1
Computed, not measured: a cluster of 2 separate species, BrH2NOS in total in a non-equilibrium geometry, with ωB97M-V with the def2-TZVPD basis set.

Results
**E_HOMO (spin up / spin down)**: -8.40 / -8.39 eV
**Orbital gap (spin up / spin down)**: 5.283 / 5.275 eV
**Energy above the lowest of the compared OMol25 structures with the same formula, charge and spin**: 107.3 kcal/mol
**Net charge**: 0

Geometry (Å):
N (-0.9235, 1.6106, 0.1683)
O (-0.0011, -2.0343, -0.6095)
S (-1.6433, 0.6134, -0.6922)
Br (-3.5879, 0.2276, 0.1727)
H (0.6198, -1.4171, -0.0863)
H (-0.1961, 2.1425, -0.3069)

---

# 2
Computed, not measured: a structure of composition C36H38MnN5Sb in a non-equilibrium geometry, with ωB97M-V with the def2-TZVPD basis set.

Results
**E_HOMO (spin up / spin down)**: -10.25 / -10.23 eV
**Spin multiplicity**: 5
**Orbital gap (spin up / spin down)**: 6.612 / 7.288 eV
**Energy above the lowest of the compared OMol25 structures with the same formula, charge and spin**: 0.0 kcal/mol
**Net charge**: +1

Geometry (Å):
Mn (-0.6403, 8.1020, 20.0499)
C (-3.1678, 5.6078, 19.7723)
C (-2.9322, 6.1349, 21.1479)
C (-3.6710, 5.5302, 22.1644)
C (-3.5526, 5.9548, 23.4677)
C (-2.6996, 7.0165, 23.7130)
C (-2.0016, 7.5967, 22.6664)
N (-2.0852, 7.1526, 21.4035)
Sb (-0.8265, 9.3110, 23.3988)
C (1.1249, 8.5968, 22.7182)
C (2.0472, 8.6329, 23.7528)
C (3.3447, 8.2181, 23.5235)
C (3.6476, 7.8022, 22.2468)
C (2.6724, 7.7810, 21.2499)
C (3.1216, 7.2982, 19.9165)
N (1.4024, 8.1658, 21.4855)
C (-1.2441, 10.8079, 21.8645)
C (-1.5901, 12.0452, 22.3878)
C (-1.9095, 13.0693, 21.5118)
C (-1.8680, 12.7924, 20.1615)
C (-1.4990, 11.5260, 19.7071)
C (-1.4898, 11.2940, 18.2403)
N (-1.1819, 10.5405, 20.5636)
H (-3.2319, 4.5195, 19.8034)
H (-2.4126, 5.9216, 19.0598)
H (-4.1345, 5.9790, 19.4330)
H (-4.3470, 4.7278, 21.9022)
H (-4.1059, 5.4816, 24.2639)
H (-2.5702, 7.3991, 24.7147)
H (1.7385, 8.9807, 24.7263)
H (4.0838, 8.2173, 24.3080)
H (4.6465, 7.4778, 21.9957)
H (4.1300, 6.9085, 20.0047)
H (3.1268, 8.1117, 19.1889)
H (2.4728, 6.5123, 19.5425)
H (-1.6099, 12.1993, 23.4571)
H (-2.1758, 14.0518, 21.8739)
H (-2.1203, 13.5539, 19.4398)
H (-1.5756, 12.2431, 17.7155)
H (-2.3288, 10.6560, 17.9749)
H (-0.5986, 10.7770, 17.9127)
C (-0.1161, 4.5563, 19.5598)
N (0.0855, 5.9376, 19.1655)
C (0.6098, 6.1922, 18.0143)
C (0.9246, 7.5358, 17.6807)
C (1.7578, 8.0552, 16.6900)
C (2.0066, 9.3852, 17.0302)
C (1.2995, 9.6301, 18.2025)
N (0.6246, 8.5329, 18.5957)
C (1.0477, 3.9717, 20.3260)
C (1.5843, 2.7496, 19.9535)
C (2.5826, 2.1656, 20.7134)
C (3.0749, 2.8147, 21.8323)
C (2.5516, 4.0437, 22.2021)
C (1.5348, 4.6129, 21.4570)
H (-0.3250, 3.9286, 18.6849)
H (-0.9773, 4.5220, 20.2296)
H (0.8909, 5.4020, 17.3107)
H (2.1391, 7.5158, 15.8410)
H (2.6265, 10.0925, 16.5049)
H (1.2921, 10.5393, 18.7864)
H (1.2071, 2.2450, 19.0709)
H (2.9702, 1.1978, 20.4304)
H (3.8702, 2.3657, 22.4085)
H (2.9266, 4.5472, 23.0845)
H (1.1062, 5.5622, 21.7518)
C (-5.3876, 7.5157, 17.6115)
C (-4.1967, 8.3186, 17.0674)
C (-3.7241, 7.7065, 15.7431)
C (-4.6340, 9.7738, 16.8477)
C (-3.0624, 8.2800, 18.0007)
C (-2.0846, 8.2386, 18.7246)
H (-6.2597, 7.6840, 16.9821)
H (-5.6353, 7.8190, 18.6282)
H (-5.1750, 6.4483, 17.5988)
H (-4.5332, 7.7193, 15.0112)
H (-3.4123, 6.6750, 15.8939)
H (-2.8804, 8.2678, 15.3440)
H (-5.5094, 9.8001, 16.1995)
H (-3.8435, 10.3497, 16.3687)
H (-4.8904, 10.2488, 17.7942)

---

# 3
Computed, not measured: a cluster of 2 separate species, CH5O2 in total in a non-equilibrium geometry, with ωB97M-V with the def2-TZVPD basis set.

Results
**E_HOMO (spin up / spin down)**: -26.12 / -26.12 eV
**Spin multiplicity**: 2
**Orbital gap (spin up / spin down)**: 13.446 / 9.758 eV
**Energy above the lowest of the compared OMol25 structures with the same formula, charge and spin**: 0.0 kcal/mol
**Net charge**: +2

Geometry (Å):
O (-0.4266, -1.3338, -1.2320)
H (-0.5297, -1.1941, -2.2011)
H (-0.1182, -0.5495, -0.7004)
H (0.0173, -2.1917, -1.0500)
O (0.0560, 0.6132, 0.3591)
C (0.4349, 1.2091, 1.3301)
H (0.5274, 0.5716, 2.2533)
H (0.8081, 2.2561, 1.1495)

---

# 4
Computed, not measured: a structure of composition C29H20AuINO3PSSe, with ωB97M-V with the def2-TZVPD basis set.

Results
**E_HOMO (spin up / spin down)**: -8.22 / -8.32 eV
**Orbital gap (spin up / spin down)**: 5.741 / 5.968 eV
**Energy above the lowest of the compared OMol25 structures with the same formula, charge and spin**: 0.0 kcal/mol
**Net charge**: 0

Geometry (Å):
Au (-1.0980, -0.3006, -0.3119)
O (-0.0609, -2.6753, -0.2922)
S (-0.2991, -2.8648, 1.1470)
O (-0.7451, -4.1644, 1.5583)
O (-1.1006, -1.7389, 1.6768)
C (1.3112, -2.5572, 1.8203)
C (1.9336, -3.5148, 2.5977)
C (3.2101, -3.2813, 3.0928)
C (3.8549, -2.0910, 2.8059)
C (3.2198, -1.1299, 2.0302)
C (1.9412, -1.3456, 1.5263)
P (1.1992, 0.0286, 0.5480)
C (2.3040, 0.2220, -0.8769)
C (2.9533, -0.8869, -1.4093)
C (3.6724, -0.7708, -2.5911)
C (3.7435, 0.4472, -3.2490)
C (3.0884, 1.5560, -2.7276)
C (2.3666, 1.4435, -1.5511)
C (1.5175, 1.4381, 1.6421)
C (2.6671, 2.2229, 1.5536)
C (2.8930, 3.2328, 2.4754)
C (1.9802, 3.4537, 3.4979)
C (0.8425, 2.6675, 3.5972)
C (0.6078, 1.6667, 2.6679)
H (1.4082, -4.4381, 2.8009)
H (3.6986, -4.0304, 3.7019)
H (4.8486, -1.8998, 3.1885)
H (3.7316, -0.1982, 1.8254)
H (2.8874, -1.8458, -0.9108)
H (4.1719, -1.6396, -2.9986)
H (4.3058, 0.5343, -4.1693)
H (3.1415, 2.5094, -3.2370)
H (1.8608, 2.3141, -1.1478)
H (3.3958, 2.0448, 0.7739)
H (3.7832, 3.8432, 2.3966)
H (2.1526, 4.2435, 4.2175)
H (0.1208, 2.8439, 4.3824)
H (-0.2808, 1.0517, 2.7536)
I (-0.8880, 1.3232, -2.5399)
C (-2.9005, 0.9483, -2.9110)
C (-3.5018, 1.6086, -3.9410)
C (-4.8427, 1.3078, -4.2640)
C (-5.5112, 0.3468, -3.5675)
C (-4.8952, -0.3494, -2.4993)
C (-5.5888, -1.3662, -1.7980)
C (-4.9836, -2.0404, -0.7817)
C (-3.6706, -1.7053, -0.3826)
C (-2.9690, -0.7248, -1.0295)
C (-3.5602, -0.0373, -2.1295)
H (-2.9632, 2.3477, -4.5182)
H (-5.3234, 1.8339, -5.0776)
H (-6.5320, 0.0931, -3.8258)
H (-6.6056, -1.5978, -2.0902)
H (-5.5138, -2.8195, -0.2498)
H (-3.2346, -2.2126, 0.4690)
Se (-2.9962, 1.5167, 0.7205)
C (-2.4937, 2.3168, 2.2993)
N (-2.2545, 2.8199, 3.3110)

---

# 5
Computed, not measured: a cluster of 2 separate species, C3H5OP in total in a non-equilibrium geometry, with ωB97M-V with the def2-TZVPD basis set.

Results
**E_HOMO (spin up / spin down)**: -8.39 / -7.49 eV
**Orbital gap (spin up / spin down)**: 7.649 / 6.490 eV
**Energy above the lowest of the compared OMol25 structures with the same formula, charge and spin**: 73.0 kcal/mol
**Net charge**: 0

Geometry (Å):
C (-1.0385, -0.0121, 0.1574)
C (-1.5672, -0.3728, -0.9553)
C (0.4533, 0.1397, 0.2987)
O (-5.0114, 0.5550, 0.7991)
P (-4.7605, -0.2788, -0.3793)
H (-1.7353, 0.1036, 0.9242)
H (-1.3266, -0.5718, -1.9958)
H (0.5876, 0.2242, 1.3723)
H (1.0194, -0.7434, -0.0885)
H (0.8171, 1.1455, -0.0257)